Computed, not measured: a structure of composition C5H9BrO3S in a non-equilibrium geometry, with ωB97M-V/def2-TZVPD.

Spin multiplicity: 1

Last column: Löwdin charge in e.
Cartesian coordinates (Å):
1 C -0.259 -1.343 -0.367  -0.59
2 C -0.818 -2.789 -0.205  -0.03
3 C 1.310 0.791 1.656  -0.08
4 C 0.666 1.859 -1.407  -0.05
5 C -1.214 -0.315 -0.158  -0.83
6 O 0.856 -1.141 -0.842  -0.01
7 O -1.756 2.180 -0.085  -0.37
8 O 0.229 1.589 1.160  -0.35
9 S -0.640 1.291 -0.233  0.84
10 Br -2.850 -0.327 0.703  0.83
11 H -1.093 -2.889 0.830  0.06
12 H -1.812 -2.943 -0.691  0.09
13 H -0.029 -3.483 -0.424  0.07
14 H 1.823 1.436 2.391  0.11
15 H 2.001 0.706 0.781  0.08
16 H 0.906 -0.237 1.813  0.10
17 H 1.030 2.787 -1.176  0.05
18 H 1.344 1.069 -1.364  0.03
19 H 0.306 1.759 -2.382  0.06

Cartesian forces (eV/Å) of the 3 atoms listed first:
-1.7 -1.7 -1.2
-0.3 1.4 0.4
0.3 -0.3 -2.6



Computed, not measured: a cluster of 2 separate species, C5H9ClN in total in a non-equilibrium geometry, with ωB97M-V/def2-TZVPD.

Net charge: +1
Spin multiplicity: 1

Last column: Löwdin charge in e.
Cartesian coordinates (Å):
1 C -2.902 0.012 -0.508  -0.17
2 C -1.552 0.271 -0.266  -0.32
3 C -3.888 -0.302 0.394  0.24
4 C 2.224 -0.680 -0.867  -0.12
5 C 3.146 0.531 0.975  -0.16
6 N 2.547 0.416 -0.315  -0.12
7 Cl -0.674 1.167 -1.425  0.88
8 H -3.204 -0.035 -1.554  0.12
9 H -4.940 -0.392 0.070  0.13
10 H -3.651 -0.576 1.329  0.06
11 H 1.805 -0.504 -1.966  0.08
12 H 2.265 -1.767 -0.572  0.09
13 H 2.649 -0.013 1.782  0.07
14 H 4.198 0.261 0.878  0.09
15 H 3.016 1.504 1.473  0.07
16 H -1.039 0.107 0.573  0.05

Cartesian forces (eV/Å) of the 3 atoms listed first:
-1.1 -0.9 -1.0
-1.4 2.3 -4.2
0.0 0.3 -3.5



Computed, not measured: the ion C5H9ClN with charge +1 in a non-equilibrium geometry, with ωB97M-V/def2-TZVPD.

Net charge: +1
Spin multiplicity: 1

Last column: Löwdin charge in e.
Cartesian coordinates (Å):
1 Cl -2.531 -1.620 0.890  0.80
2 C -1.133 -0.618 0.822  -0.64
3 N -1.516 0.394 -0.272  0.10
4 C -0.178 0.886 -0.723  -0.06
5 C 0.789 -0.286 -0.587  -0.17
6 C 1.407 -0.571 0.762  -0.03
7 C 0.104 -1.270 0.378  -0.22
8 H -0.852 -0.140 1.705  0.12
9 H -1.972 -0.086 -0.962  0.12
10 H -2.038 1.231 -0.052  0.19
11 H -0.033 1.184 -1.748  0.14
12 H 0.302 1.568 -0.087  0.13
13 H 1.328 -0.787 -1.474  0.18
14 H 1.485 0.199 1.437  0.09
15 H 2.341 -0.990 0.905  0.10
16 H 0.069 -2.364 0.444  0.15

Cartesian forces (eV/Å) of the 3 atoms listed first:
-0.6 -0.8 0.7
-1.2 0.1 -0.9
3.8 2.5 1.9



Computed, not measured: an isolated molecule of C5H9ClN2 in a non-equilibrium geometry, with ωB97M-V/def2-TZVPD.

Spin multiplicity: 1

Last column: Löwdin charge in e.
Cartesian coordinates (Å):
1 C 0.124 1.927 1.260  -0.02
2 C -0.518 1.714 0.112  -0.17
3 C -0.477 0.164 -0.429  -0.66
4 Cl -2.140 -0.471 -0.541  0.58
5 C 0.602 -0.816 0.156  -0.38
6 C 0.367 -1.522 1.479  -0.07
7 N 1.865 -0.727 -0.258  -0.04
8 N 2.385 0.137 -1.215  -0.06
9 H 0.588 2.941 1.467  0.08
10 H 0.747 1.236 1.784  0.03
11 H -1.245 2.384 -0.398  0.10
12 H -0.264 0.421 -1.585  0.11
13 H 1.249 -2.033 1.714  0.03
14 H 0.288 -0.694 2.380  0.13
15 H -0.498 -2.249 1.455  0.08
16 H 3.464 0.295 -1.200  0.12
17 H 1.701 1.033 -1.595  0.16

Cartesian forces (eV/Å) of the 3 atoms listed first:
2.1 2.9 -1.0
-0.5 -3.4 0.8
0.7 2.6 -2.5



Computed, not measured: an isolated molecule of C5H9ClN2 in a non-equilibrium geometry, with ωB97M-V/def2-TZVPD.

Spin multiplicity: 1

Last column: Löwdin charge in e.
Cartesian coordinates (Å):
1 C -2.402 -0.416 0.590  -0.01
2 C -1.109 -0.467 0.644  -0.75
3 Cl -0.035 -1.026 1.791  0.84
4 C -0.364 0.518 -0.187  -0.36
5 N 0.583 1.323 0.606  -0.04
6 C 1.760 0.523 0.140  -0.16
7 C 0.824 0.035 -1.047  -0.39
8 N 0.950 -1.281 -1.257  0.06
9 H -3.197 -0.718 1.351  0.09
10 H -2.933 0.549 0.116  0.12
11 H -1.013 1.319 -0.507  0.12
12 H 0.288 1.288 1.572  0.07
13 H 2.203 -0.299 0.640  0.07
14 H 2.554 1.152 -0.259  0.10
15 H 1.066 0.661 -1.839  0.13
16 H 0.301 -1.382 -1.963  0.06
17 H 0.526 -1.778 -0.391  0.09

Cartesian forces (eV/Å) of the 3 atoms listed first:
-5.3 2.5 1.6
0.8 2.0 -1.4
-0.1 -2.7 2.2



Computed, not measured: an isolated molecule of C5H9ClN2O2S in a non-equilibrium geometry, with ωB97M-V/def2-TZVPD.

Spin multiplicity: 1

Last column: Löwdin charge in e.
Cartesian coordinates (Å):
1 C 2.008 -0.318 -0.037  -0.25
2 C 1.209 0.469 0.867  -0.30
3 C 1.255 -0.487 -1.400  -0.25
4 C 0.079 -0.339 1.511  -0.21
5 C -2.442 -0.265 -0.229  -0.85
6 N -0.171 -0.660 -1.303  -0.34
7 N -2.510 1.088 -0.110  -0.52
8 O -1.396 1.684 -0.163  -0.06
9 O -3.606 1.655 -0.168  0.00
10 S -0.934 -1.223 0.020  1.12
11 Cl -3.892 -1.058 0.373  0.60
12 H 3.060 0.063 -0.197  0.13
13 H 2.329 -1.349 0.312  0.13
14 H 1.813 0.895 1.707  0.14
15 H 0.951 1.337 0.280  0.10
16 H 1.415 0.423 -2.106  0.15
17 H 1.715 -1.349 -2.010  0.12
18 H 0.402 -1.065 2.266  0.08
19 H -0.632 0.323 2.067  0.10
20 H -0.653 0.175 -1.680  0.10

Cartesian forces (eV/Å) of the 3 atoms listed first:
2.9 -2.9 -2.3
0.1 1.0 2.6
2.6 -0.1 -1.8



Computed, not measured: an isolated molecule of C5H9ClO in a non-equilibrium geometry, with ωB97M-V/def2-TZVPD.

Spin multiplicity: 1

Last column: Löwdin charge in e.
Cartesian coordinates (Å):
1 C 1.953 -0.989 -0.278  -0.12
2 C 1.089 0.232 0.151  -0.21
3 C -0.406 0.080 0.185  -0.32
4 C -0.931 -1.100 -0.088  -0.56
5 Cl -2.586 -1.482 -0.004  0.66
6 C -1.273 1.297 0.479  -0.25
7 O -1.859 1.949 -0.641  -0.05
8 H 1.813 -1.387 -1.338  0.10
9 H 2.991 -0.695 -0.232  0.06
10 H 1.870 -1.872 0.339  0.06
11 H 1.315 1.120 -0.488  0.13
12 H 1.448 0.482 1.168  0.12
13 H -0.262 -1.969 -0.407  0.09
14 H -2.067 0.976 1.198  0.11
15 H -0.676 2.063 1.002  0.12
16 H -2.419 1.296 -1.048  0.06

Cartesian forces (eV/Å) of the 3 atoms listed first:
-0.3 0.0 -1.6
0.7 0.0 -0.3
0.0 0.3 -0.4



Computed, not measured: a cluster of 2 separate species, C5H9ClP in total in a non-equilibrium geometry, with ωB97M-V/def2-TZVPD.

Net charge: +1
Spin multiplicity: 1

Last column: Löwdin charge in e.
Cartesian coordinates (Å):
1 C 1.937 1.450 -1.383  0.00
2 C 3.164 1.524 -1.244  -0.73
3 C -1.228 0.993 1.216  -0.20
4 C 0.462 -1.549 0.904  -0.26
5 C -1.372 -0.525 -1.218  -0.24
6 P -0.238 -0.119 0.112  0.96
7 Cl 4.732 1.902 -1.547  0.79
8 H -2.113 0.432 1.371  0.04
9 H -1.473 1.959 0.852  0.05
10 H -0.724 1.101 2.226  0.09
11 H 1.339 -1.243 1.596  0.09
12 H 0.827 -2.185 0.060  0.07
13 H -0.339 -2.178 1.475  0.11
14 H -1.915 0.476 -1.376  0.09
15 H -2.187 -1.299 -0.945  0.11
16 H -0.870 -0.739 -2.099  0.02

Cartesian forces (eV/Å) of the 3 atoms listed first:
-2.9 -0.8 0.5
3.1 0.5 -0.3
2.4 -1.0 1.6



Number 1: E -3393.703871 Ha. Number 2: E -710.431484 Ha. Number 3: E -710.533597 Ha. Number 4: E -765.467877 Ha. Number 5: E -765.471497 Ha. Number 6: E -1314.074831 Ha. Number 7: E -731.310723 Ha. Number 8: E -996.963887 Ha.